C15H42CuN3O10 as an isolated structure in a non-equilibrium geometry, computed with ωB97M-V/def2-TZVPD.

Structure (XYZ):
```
71
Properties=species:S:1:pos:R:3
Cu 2.0398 -1.2696 0.0506
N 1.0614 3.2896 0.0395
O 1.0249 2.0888 0.2237
O 2.0915 3.8397 -0.2433
O 0.0078 3.9429 0.2238
C -2.4933 -6.5926 -1.7260
O -1.3405 -6.0600 -1.1543
C -0.1701 -6.0672 -1.9704
C 0.8026 -4.9592 -1.5327
N 0.2283 -3.6247 -1.7190
C 0.1181 -3.3681 -3.1868
C 0.1169 -1.8404 -3.5075
O 1.3665 -1.3606 -2.8438
C 1.8831 -0.2814 -3.5791
H -2.2913 -7.6569 -1.8466
H -2.7932 -6.0460 -2.6200
H -3.2888 -6.3473 -1.0224
H -0.4641 -5.8943 -3.0056
H 0.3579 -7.0116 -1.8383
H 1.7645 -5.0283 -2.0407
H 1.0615 -5.1299 -0.4877
H -0.7171 -3.8309 -1.4296
H -0.6296 -3.9731 -3.6996
H 1.0721 -3.7098 -3.5882
H -0.7812 -1.3402 -3.1452
H 0.2872 -1.6655 -4.5698
H 2.5590 -0.6852 -4.3329
H 2.5078 0.3872 -2.9869
H 1.1977 0.4052 -4.0761
C -3.8233 -2.9267 1.5780
O -2.5480 -2.4280 1.1035
C -2.3255 -1.0424 1.1660
C -1.4117 -0.8090 2.4042
N -0.2283 -1.6126 2.2798
C 0.4857 -1.6730 3.5814
C 1.3964 -0.4733 3.9191
O 2.3366 -0.4316 2.8252
C 3.3303 0.6321 2.9426
H -3.8422 -4.0111 1.6872
H -4.6399 -2.7229 0.8853
H -4.1516 -2.4203 2.4856
H -3.2356 -0.4432 1.1934
H -1.7225 -0.6887 0.3298
H -1.9848 -1.0617 3.2963
H -1.3295 0.2676 2.5534
H -0.6524 -2.5269 2.3461
H 1.1156 -2.5620 3.5506
H -0.2679 -1.9038 4.3344
H 1.9925 -0.7459 4.7900
H 0.7869 0.4100 4.1098
H 4.2664 0.2187 3.3182
H 2.8500 1.4822 3.4270
H 3.5166 1.0470 1.9521
C -1.2627 5.9624 5.0205
O -1.6888 5.6312 6.3081
H -0.6541 6.8634 5.0986
H -0.7280 5.2009 4.4528
H -2.1468 6.2501 4.4515
H -1.1231 5.8949 7.0375
C 4.3268 8.2686 -1.7801
O 3.9204 7.1745 -2.5772
H 5.0330 8.9282 -2.2842
H 3.5459 8.8192 -1.2555
H 4.9090 7.7694 -1.0055
H 3.5880 6.5058 -1.9739
C -2.4139 3.8676 -4.0525
O -2.4856 3.1899 -2.8239
H -1.3603 4.1071 -4.1963
H -2.8592 3.2303 -4.8165
H -2.9613 4.8006 -3.9182
H -2.1327 3.7510 -2.1294
```

The calculation puts the largest force on an atom at 2.637 eV/A. The energy above the lowest of the compared OMol25 structures with the same formula, charge and spin comes out at 529.5 kJ/mol. Its frontier orbital gap (alpha / beta) is 7.35 / 4.62 eV. Its charge is +1. The value obtained for the total energy is -85801.7823 eV. Its spin multiplicity is 2.

Atom charges from the Mulliken analysis, given in e for atoms 1 to 2: number 1, Cu, carries 0.854; number 2, N, carries 1.108

***

A 6-piece molecular cluster, C15H42F2N4O9S2 overall in a non-equilibrium geometry, computed with ωB97M-V/def2-TZVPD.

Structure (XYZ):
```
74
Properties=species:S:1:pos:R:3
N 1.4729 0.4861 -4.0894
S 2.7779 -0.1783 -4.7226
O 3.7878 -0.6323 -3.8201
O 3.2261 0.3655 -5.9774
F 2.1133 -1.5717 -5.1899
S 2.0065 2.0318 -3.9491
O 1.5153 2.8660 -4.9973
O 3.2913 2.2827 -3.3820
F 1.0877 2.4650 -2.7115
C 0.7692 -0.2654 -0.0009
O 0.5897 -1.3255 -0.7555
H -0.1882 0.0567 0.5446
H 1.6218 -0.3370 0.7306
H 0.9427 0.6801 -0.5969
C -2.6703 3.0731 0.0324
C -2.5830 1.7512 -0.7071
C -3.9556 1.1913 -1.0104
O -3.8358 -0.1190 -1.4858
C -5.0317 -0.8494 -1.4268
N -1.8599 1.9444 -1.9899
H -3.2995 3.7926 -0.4982
H -1.7061 3.5503 0.2170
H -3.0489 2.9141 1.0551
H -2.0012 0.9865 -0.1871
H -4.4760 1.7961 -1.7741
H -4.5332 1.2864 -0.0723
H -5.2782 -1.0415 -0.3710
H -4.8374 -1.8302 -1.8597
H -5.8614 -0.3533 -1.9438
H -2.3897 2.6255 -2.5363
H -1.0038 2.4516 -1.7819
C 5.2631 -0.6963 -0.6083
C 4.3479 -1.8903 -0.8899
C 5.0409 -2.8714 -1.8275
O 4.1282 -3.9181 -2.1415
C 4.0333 -4.1907 -3.5185
N 4.0239 -2.6214 0.3627
H 6.0105 -0.8456 0.1783
H 4.6705 0.1835 -0.3388
H 5.7848 -0.3463 -1.5080
H 3.4303 -1.4929 -1.3252
H 5.8717 -3.3507 -1.2883
H 5.3379 -2.3188 -2.7192
H 3.2845 -3.5577 -4.0043
H 3.7290 -5.2362 -3.6204
H 4.9792 -4.0437 -4.0555
H 4.8783 -3.1146 0.6390
H 4.0190 -1.9359 1.1188
C -4.3441 -2.2954 2.5347
C -3.3757 -1.1380 2.3455
C -2.8064 -0.6880 3.6808
O -3.7601 0.0240 4.4480
C -3.1922 0.5678 5.6063
N -2.2312 -1.6394 1.6128
H -3.7613 -3.1805 2.8050
H -4.8820 -2.5372 1.6144
H -5.0705 -2.1500 3.3378
H -3.8441 -0.2837 1.8330
H -1.9757 -0.0126 3.4244
H -2.3821 -1.5510 4.2085
H -3.0223 -0.2248 6.3550
H -3.9046 1.2803 6.0209
H -2.2144 1.0386 5.4543
H -2.3959 -2.1509 0.7587
H -1.5062 -0.9508 1.4369
C 1.8003 3.2483 2.1626
C 0.4701 2.7017 2.6290
O 0.1702 3.1950 3.9370
H 2.1321 2.9926 1.1565
H 2.5848 3.0198 2.8854
H 1.7598 4.3508 2.1230
H 0.5592 1.6159 2.7262
H -0.3132 2.7803 1.8695
H 0.0305 4.1409 3.8372
```

The calculation puts the largest force on an atom at 2.924 eV/A. The energy above the lowest of the compared OMol25 structures with the same formula, charge and spin comes out at 0.0 kJ/mol. Its frontier orbital gap is 4.10 eV. Its charge is -2. The value obtained for the total energy is -67725.7047 eV.

Atom charges from the Mulliken analysis, given in e for atoms 1 to 2: number 1, N, carries -0.190; number 2, S, carries 0.967